An isolated molecule of C4H8OS2, computed with the ωB97M-V functional and the def2-TZVPD basis.

The calculation puts the HOMO energy at -8.57 eV. For the total energy, the calculation gives -1028.66982 Eh. Its net charge is 0. The calculation puts the LUMO energy at -0.645 eV. As for the SMILES: CCS(=O)#CSC.

Geometry as XYZ:
```
15
Properties=species:S:1:pos:R:3:forces:R:3:nbo_charge:R:1
C -2.297703 1.041201 0.767187 0.790 0.533 -1.464 -0.647
C -1.881820 -0.275195 -0.015449 2.217 1.296 0.093 -0.543
S -0.056517 -0.496710 0.412252 -0.633 -1.275 -1.368 1.139
O 0.309864 -1.868254 -0.160482 -0.209 1.313 0.786 -0.982
C 0.489996 0.814650 -0.680290 -0.305 -0.212 1.065 -0.591
S 2.044263 0.967049 -1.028227 0.737 -0.348 -0.319 0.564
C 3.086912 -0.455446 -0.501677 -1.367 -0.651 3.282 -0.854
H -1.705293 1.960972 0.432845 -0.547 -1.444 0.483 0.239
H -2.203743 0.926841 1.873286 0.013 -0.175 -0.947 0.221
H -3.322697 1.282085 0.517070 -0.358 -0.030 0.126 0.223
H -2.437183 -1.095163 0.371416 -0.138 -0.895 0.342 0.224
H -1.710294 -0.417278 -1.133768 -1.215 1.001 1.276 0.244
H 3.671518 -0.282582 0.445077 0.308 0.772 -1.479 0.245
H 3.594467 -0.910760 -1.317695 0.571 -0.129 -0.491 0.242
H 2.418223 -1.191403 0.018453 0.136 0.245 -1.384 0.276
```
Positions in Å, forces in eV/Å.

A structure of composition C21H44Br3CaCl5F2LiN4O15P2S4Si, computed with the ωB97M-V functional and the def2-TZVPD basis.

The calculation puts the HOMO energy at -10.18 eV. For the total energy, the calculation gives -15646.55133 Eh. Its net charge is +1. The calculation puts the LUMO energy at -7.714 eV.

Geometry as XYZ:
```
103
Properties=species:S:1:pos:R:3:forces:R:3:lowdin_charge:R:1
C -0.847844 -0.794338 3.244906 0.531 -1.275 -0.070 -0.162
C -1.208119 -1.045832 1.709814 -0.631 0.744 0.628 -0.348
Si -1.376456 0.581461 0.677415 1.118 -1.607 -0.237 0.435
C 0.149835 0.854712 -0.462996 0.319 0.129 -0.545 -0.287
C 1.344903 1.665509 0.208387 0.034 -0.229 -1.130 -0.107
C 2.575516 1.647401 -0.804522 1.458 2.780 -0.116 -0.413
N 3.103903 0.452155 -1.433120 -0.786 1.872 1.270 0.119
O 3.119156 2.746778 -1.104391 -1.955 -3.939 0.201 0.031
P -3.085949 0.186423 -0.727348 -0.078 -1.281 -0.753 0.197
S -2.901863 -1.724966 -1.204023 0.025 0.238 0.166 0.063
P -1.791190 2.244177 2.073165 -2.810 2.599 4.635 0.498
O -2.845060 1.825364 3.115849 2.035 0.025 -2.450 -0.375
O -0.450151 2.758293 2.955817 -1.413 -0.738 -1.917 -0.318
O -2.456794 3.609998 1.290184 1.980 -1.544 1.059 -0.271
H -0.132340 -1.618975 3.562747 -0.779 1.059 -0.316 0.083
H -0.330891 0.181567 3.441573 -0.668 -0.928 -0.032 0.043
H -1.772354 -0.947006 3.873037 1.078 0.670 -0.662 0.084
H -2.234787 -1.528879 1.693460 1.407 0.299 -0.340 0.057
H -0.454867 -1.676877 1.159033 -0.905 0.495 0.625 0.078
H 0.482540 -0.165339 -0.826913 -0.514 1.004 0.490 0.081
H -0.231439 1.406793 -1.378672 0.635 -0.511 0.934 0.095
H 1.020829 2.743834 0.275324 0.716 -1.173 0.268 0.133
H 1.698527 1.245880 1.188402 -0.408 0.464 -0.875 0.141
H 4.075237 0.326850 -1.088819 -0.122 0.128 -0.293 0.125
H 2.525218 -0.377025 -1.265891 0.340 0.103 -0.318 0.118
H -4.353663 0.410373 -0.110198 0.428 0.632 -0.392 -0.066
H -2.872212 0.927593 -1.928053 -0.538 0.440 0.698 -0.050
H -0.617768 2.643084 3.915612 -0.149 0.087 -0.560 0.034
H -2.426505 4.300692 1.987948 -0.134 -0.177 -0.509 0.069
C 1.019625 5.530403 5.358891 0.254 -0.012 -0.082 -1.578
Br -0.897675 5.393287 5.096790 0.186 0.004 0.132 0.588
Br 1.492240 5.494744 7.236313 -0.193 -0.031 -0.299 0.615
Br 1.989316 4.186179 4.356120 -0.036 0.319 0.317 0.630
H 1.324479 6.498492 4.971740 -0.074 -0.170 0.057 -0.018
C -6.336738 3.018617 -1.392239 0.741 0.719 -0.400 -2.001
Cl -7.080740 4.493155 -2.029421 0.047 -0.407 0.203 0.573
Cl -5.729743 2.032049 -2.730786 -0.244 0.070 0.272 0.560
Cl -4.994507 3.443676 -0.318027 -0.228 -0.144 -0.074 0.561
Cl -7.552595 2.082951 -0.477863 -0.360 -0.260 -0.161 0.385
Cl 3.529522 1.949488 -3.391430 0.253 -0.243 0.670 0.505
O -1.868090 1.886213 -8.016716 -0.263 -0.035 0.626 -0.266
S -1.764931 2.452046 -6.701202 0.196 0.695 -0.128 0.595
O -2.201241 1.734107 -5.532449 -0.012 -0.014 -0.418 -0.302
O -2.455662 3.909804 -6.702574 0.673 -0.484 0.089 -0.263
C -3.803526 4.025792 -7.168686 -0.900 0.004 -0.160 -0.258
C -4.798522 3.548140 -6.128575 0.010 -0.292 0.184 -0.090
C -0.103318 2.997716 -6.437527 -0.023 0.138 0.005 -0.121
H -3.932984 3.491135 -8.113068 0.187 -0.046 0.071 0.120
H -3.974071 5.084302 -7.371358 0.345 -0.040 0.044 0.126
H -4.715387 2.470570 -5.972016 -0.015 0.050 -0.049 0.063
H -5.820594 3.765242 -6.444318 0.073 0.065 -0.042 0.084
H -4.612445 4.030466 -5.166167 -0.028 0.078 -0.088 0.071
H 0.214922 3.584641 -7.297217 -0.066 -0.040 0.046 0.079
H 0.524077 2.113531 -6.333528 -0.139 -0.046 -0.042 0.074
H -0.067355 3.591481 -5.525913 -0.047 -0.022 -0.050 0.073
C 7.529534 4.957559 6.288228 0.109 -0.013 -0.018 -0.008
C 6.149910 5.430430 5.914603 -0.175 0.216 -0.456 -0.552
O 5.908385 5.945215 4.833955 0.005 -0.056 0.162 0.031
N 5.152534 5.268053 6.829020 0.371 -0.043 -0.100 -0.006
C 5.237151 4.686140 8.151489 -0.505 0.201 -0.209 -0.090
H 8.214327 5.151906 5.465133 -0.179 0.025 -0.005 0.087
H 7.883916 5.496073 7.169601 0.028 -0.165 0.049 0.085
H 7.517081 3.883311 6.483006 0.087 0.059 0.129 0.086
H 4.257913 5.607310 6.508189 0.075 -0.050 0.087 0.065
H 4.557559 3.832162 8.199711 0.110 -0.072 0.240 0.076
H 4.921432 5.434709 8.881714 0.095 -0.166 0.204 0.081
H 6.244603 4.356317 8.389303 -0.046 0.053 -0.099 0.075
Li -8.319379 1.090230 1.695513 0.048 0.720 0.049 0.156
Ca -8.003647 -1.739107 1.960981 0.105 -0.745 0.053 0.826
C -3.256921 -4.994697 -4.160279 -0.016 0.079 -0.059 -0.113
C -1.893601 -5.442677 -3.645753 -0.145 0.245 -0.188 -0.265
C -1.967623 -6.709099 -2.789428 -0.294 0.400 0.497 -0.175
C -2.827914 -6.462711 -1.592215 -0.318 -0.199 0.612 -0.221
N -3.494431 -6.269725 -0.661430 0.856 -0.179 -1.194 0.126
H -3.930244 -4.735146 -3.339878 0.031 -0.066 -0.008 0.062
H -3.153225 -4.107093 -4.787733 -0.021 -0.071 0.005 0.073
H -3.728386 -5.779766 -4.757614 0.009 0.051 0.035 0.079
H -1.448394 -4.629008 -3.065297 0.046 -0.109 0.005 0.102
H -1.234712 -5.627448 -4.497828 0.033 -0.089 0.128 0.112
H -0.968083 -6.997456 -2.457054 -0.138 -0.116 0.080 0.111
H -2.384066 -7.538728 -3.364931 -0.018 0.002 0.148 0.125
C -2.773484 -10.146150 0.982926 -0.342 -0.010 -0.352 -0.019
C -1.509244 -10.639790 0.311641 -0.879 -0.006 0.604 -0.340
C -0.249769 -10.206195 1.002002 0.328 -0.137 0.493 -0.107
O 0.687516 -10.153557 -0.069464 -0.190 0.123 -0.424 0.069
C -0.020133 -9.921623 -1.206189 0.261 0.106 -0.729 -0.544
O 0.466521 -9.631258 -2.259089 -0.348 -0.072 0.638 0.152
O -1.359515 -10.063824 -0.988189 0.736 0.055 -0.122 0.075
H -2.753422 -10.336029 2.057900 0.076 -0.042 -0.064 0.091
H -2.918636 -9.077633 0.808137 0.189 -0.010 0.086 0.080
H -3.643666 -10.653196 0.563021 0.020 0.000 0.079 0.086
H -1.542279 -11.728869 0.198194 0.115 0.072 -0.019 0.161
H 0.074068 -10.918188 1.762097 0.130 0.052 -0.160 0.143
H -0.320463 -9.212000 1.453893 -0.149 -0.024 -0.055 0.141
N 6.589861 3.726404 0.949313 -0.026 -0.559 -0.345 -0.269
S 6.429807 2.223795 1.383647 -0.422 -2.127 2.358 0.499
O 7.512012 1.633200 2.124000 -0.401 0.659 -1.034 -0.263
O 5.716141 1.346553 0.482258 -0.080 0.478 -0.545 -0.320
F 5.343959 2.407504 2.538145 -0.119 0.639 -0.352 -0.204
S 7.660946 3.900881 -0.193411 2.728 1.667 -2.294 0.494
O 8.052938 5.271198 -0.401445 -1.223 -0.842 0.705 -0.272
O 7.487844 3.121664 -1.396347 -0.721 -0.003 1.044 -0.288
F 8.981358 3.284316 0.437809 -0.383 -0.153 0.161 -0.180
```
Positions in Å, forces in eV/Å.